1.
{"formula": "C3H6Br2O3", "method": "the ωB97M-V functional and the def2-TZVPD basis", "elements": ["O", "C", "C", "O", "Br", "C", "O", "Br", "H", "H", "H", "H", "H", "H"], "xyz": [[0.1431, -0.8780, -1.2998], [-0.0567, -0.7190, 0.0764], [0.2982, 0.7243, 0.4310], [0.0892, 0.9202, 1.8888], [2.0436, 1.3838, 0.0203], [-0.7224, 1.6626, -0.3178], [-0.4625, 1.9551, -1.6220], [-2.5452, 0.9207, 0.1425], [0.8812, -1.3724, -1.5212], [0.6091, -1.3321, 0.6432], [-1.0539, -1.0088, 0.2210], [1.0150, 0.9299, 2.1907], [-0.5817, 2.5604, 0.1268], [-0.7150, 1.1888, -2.1214]], "nbo_charge": [-0.74, -0.13, 0.15, -0.72, 0.05, 0.08, -0.67, -0.06, 0.48, 0.18, 0.22, 0.48, 0.19, 0.49], "homo_lumo_gap_ev": 10.55, "e_tot_ev": -149434.4943}

=====

2.
{"formula": "C25H23N4O3SbSe4Zn", "method": "the ωB97M-V functional and the def2-TZVPD basis", "elements": ["Zn", "C", "N", "C", "C", "C", "C", "C", "C", "N", "C", "C", "C", "C", "C", "C", "N", "C", "C", "C", "C", "C", "N", "H", "H", "H", "H", "H", "H", "H", "H", "H", "H", "H", "H", "H", "H", "H", "H", "H", "H", "O", "C", "C", "C", "C", "C", "C", "C", "O", "O", "H", "H", "H", "H", "H", "Se", "Sb", "Se", "Se", "Se"], "xyz": [[0.1826, -0.4592, -0.0399], [-2.4234, -1.5968, 1.4739], [-1.3383, -0.7325, 1.8759], [-0.5480, -1.3363, 2.9630], [0.9331, -1.1082, 2.8042], [1.6229, -0.1959, 3.5765], [2.9582, 0.0490, 3.2785], [3.5498, -0.6572, 2.2478], [2.7836, -1.5739, 1.5433], [1.4971, -1.8023, 1.8046], [-1.7649, 0.6280, 2.1518], [-2.0876, 1.3848, 0.8846], [-2.1144, 2.7752, 0.9144], [-2.2767, 3.4572, -0.2735], [-2.4551, 2.7346, -1.4471], [-2.4434, 1.3560, -1.3716], [-2.2605, 0.6851, -0.2340], [-1.9325, -2.6740, 0.5418], [-2.5920, -3.8915, 0.4327], [-2.1330, -4.8386, -0.4602], [-1.0077, -4.5448, -1.2147], [-0.4013, -3.3142, -1.0471], [-0.8582, -2.3873, -0.1901], [-3.1523, -1.0093, 0.9121], [-2.9467, -2.0539, 2.3278], [-0.7046, -2.4171, 2.9212], [-0.9020, -0.9786, 3.9383], [1.1115, 0.3867, 4.3312], [3.4940, 0.8374, 3.7901], [4.5653, -0.4469, 1.9418], [3.1998, -2.1104, 0.6977], [-0.9588, 1.1671, 2.6616], [-2.6298, 0.6424, 2.8365], [-1.8938, 3.3005, 1.8358], [-2.2051, 4.5366, -0.2855], [-2.5555, 3.2289, -2.4048], [-2.5456, 0.7480, -2.2625], [-3.4567, -4.0755, 1.0584], [-2.6348, -5.7939, -0.5561], [-0.5894, -5.2533, -1.9160], [0.4977, -3.0512, -1.5883], [-0.2252, -0.3762, -2.4550], [0.5751, 0.5247, -3.1076], [0.0210, 1.5702, -3.8314], [0.8547, 2.4851, -4.4545], [2.2368, 2.3582, -4.3742], [2.7794, 1.3000, -3.6628], [1.9651, 0.3774, -3.0239], [2.5912, -0.7358, -2.2206], [3.7629, -1.0313, -2.3513], [1.7598, -1.3759, -1.4204], [0.5216, -0.9572, -2.0531], [-1.0542, 1.6742, -3.8642], [0.4205, 3.3229, -4.9875], [2.8810, 3.0962, -4.8347], [3.8501, 1.1813, -3.5582], [3.7247, 3.6419, 2.3167], [1.3045, 3.4887, 2.0437], [1.0519, 1.5570, 0.3223], [0.1529, 2.9170, 4.1622], [0.2423, 5.3672, 0.9001]], "nbo_charge": [1.58, -0.27, -0.49, -0.25, 0.19, -0.25, -0.13, -0.25, 0.05, -0.52, -0.32, 0.23, -0.20, -0.14, -0.28, 0.04, -0.55, 0.26, -0.26, -0.16, -0.27, 0.08, -0.53, 0.26, 0.17, 0.20, 0.20, 0.26, 0.25, 0.22, 0.21, 0.31, 0.18, 0.25, 0.24, 0.20, 0.19, 0.21, 0.21, 0.21, 0.25, -0.77, 0.42, -0.30, -0.18, -0.26, -0.13, -0.27, 0.80, -0.65, -0.88, 0.47, 0.21, 0.20, 0.20, 0.23, -0.84, 1.14, -1.16, -0.92, -0.86], "homo_lumo_gap_ev": 4.76, "e_tot_ev": -354747.5407, "total_charge": -2}

=====

3.
{"formula": "C5H10O2", "method": "the ωB97M-V functional and the def2-TZVPD basis", "elements": ["C", "C", "C", "C", "O", "C", "H", "H", "H", "H", "H", "H", "H", "H", "O", "H", "H"], "xyz": [[1.9128, -0.0268, -0.7676], [0.6622, -0.2862, -1.1411], [-0.5726, 0.4713, -0.7428], [-1.6729, -0.3710, -0.0637], [-1.5463, 0.3636, 1.1644], [-0.5899, 1.2652, 0.5772], [2.7397, -0.6424, -1.1113], [2.1661, 0.7952, -0.1023], [0.4775, -1.1266, -1.8128], [-0.9398, 1.0457, -1.6002], [-1.4415, -1.4340, 0.0798], [-2.6730, -0.2746, -0.5041], [-0.9914, 2.2820, 0.4970], [0.3391, 1.2808, 1.1570], [0.9788, -1.1962, 2.0463], [0.1708, -0.6811, 2.1789], [1.0011, -1.3372, 1.0912]], "nbo_charge": [-0.39, -0.19, -0.32, -0.05, -0.55, -0.06, 0.21, 0.20, 0.20, 0.22, 0.18, 0.18, 0.18, 0.19, -0.95, 0.48, 0.47], "homo_lumo_gap_ev": 10.98, "e_tot_ev": -9440.2702}

=====

4.
{"formula": "C34H32FI2NO4", "method": "the ωB97M-V functional and the def2-TZVPD basis", "elements": ["C", "C", "I", "C", "I", "C", "C", "C", "C", "F", "C", "C", "C", "O", "C", "C", "C", "O", "C", "C", "N", "C", "C", "C", "O", "C", "C", "C", "C", "O", "H", "H", "H", "H", "H", "H", "H", "H", "H", "H", "H", "H", "H", "H", "H", "H", "H", "H", "H", "H", "C", "C", "C", "C", "C", "C", "H", "H", "H", "H", "H", "H", "C", "C", "C", "C", "C", "C", "H", "H", "H", "H", "H", "H"], "xyz": [[0.3332, -3.0177, -9.4240], [0.0622, -1.5423, -9.8806], [1.2816, -0.5831, -11.3797], [-0.9692, -0.8549, -9.3108], [-1.4728, 1.1696, -9.7971], [-1.8809, -1.5500, -8.2647], [-2.9857, -2.3502, -8.8374], [-3.9563, -3.0645, -8.0318], [-3.7631, -2.9920, -6.5710], [-4.6670, -3.6968, -5.8298], [-2.6848, -2.2097, -5.9970], [-1.7193, -1.4435, -6.8279], [-0.5997, -0.5769, -6.2050], [0.1131, 0.1809, -6.8183], [-0.3918, -0.6920, -4.6655], [0.7084, -0.0606, -3.9571], [0.9246, -0.1746, -2.5133], [1.9890, 0.4666, -1.8661], [1.5907, 1.7965, -1.4149], [2.2568, 2.2278, -0.0509], [1.4156, 2.0291, 1.1529], [0.8853, 0.6516, 1.2063], [0.7047, 0.0699, 2.6553], [0.7430, -1.5158, 2.5356], [1.7366, 0.4510, 3.5770], [0.0015, -0.9891, -1.7280], [-1.1166, -1.6111, -2.4270], [-1.3422, -1.4742, -3.8541], [-2.5879, -2.1676, -4.4519], [-3.4222, -2.5998, -3.6901], [-0.4994, -3.7233, -9.6555], [0.4293, -2.9812, -8.3019], [1.3300, -3.3567, -9.8135], [-3.1185, -2.3999, -9.9435], [-4.7975, -3.6338, -8.4841], [1.4323, 0.5660, -4.5218], [0.4730, 1.9299, -1.4204], [1.9916, 2.5081, -2.1993], [2.4082, 3.3456, -0.1179], [3.2896, 1.8011, 0.0873], [0.5998, 2.6425, 1.1351], [-0.1137, 0.5789, 0.6754], [1.5822, -0.0364, 0.6451], [-0.3039, 0.3178, 3.0848], [-0.0482, -1.9072, 1.8344], [0.7160, -2.0209, 3.5323], [1.7253, -1.7760, 2.0423], [2.0597, -0.3891, 3.9519], [0.0774, -1.1790, -0.6362], [-1.8472, -2.2216, -1.8405], [4.4025, 0.2602, 7.8839], [3.8413, -0.3496, 8.9993], [2.4676, -0.5474, 9.0666], [1.6558, -0.1436, 8.0134], [2.2175, 0.4635, 6.8953], [3.5902, 0.6690, 6.8326], [5.4737, 0.4172, 7.8334], [4.4755, -0.6705, 9.8177], [2.0295, -1.0171, 9.9396], [0.5848, -0.3024, 8.0640], [1.5845, 0.7771, 6.0728], [4.0271, 1.1470, 5.9634], [-2.0447, 2.9945, 7.8203], [-2.9068, 3.9042, 7.2203], [-2.9361, 4.0260, 5.8364], [-2.1094, 3.2308, 5.0517], [-1.2500, 2.3186, 5.6515], [-1.2144, 2.2032, 7.0359], [-2.0196, 2.9020, 8.8999], [-3.5563, 4.5196, 7.8321], [-3.6038, 4.7403, 5.3690], [-2.1355, 3.3226, 3.9719], [-0.6058, 1.6970, 5.0389], [-0.5407, 1.4962, 7.5028]], "mulliken_charge": [-0.85, 0.18, 0.06, -0.99, 0.12, 0.34, -0.33, -0.76, 0.23, -0.29, 0.18, 0.43, 0.47, -0.53, 0.27, -0.51, 0.03, -0.46, -0.25, -0.87, -0.30, -0.73, 0.65, -1.61, -0.56, 0.10, -0.69, 0.17, 0.32, -0.59, 0.25, 0.24, 0.36, 0.43, 0.42, 0.42, 0.34, 0.38, 0.41, 0.26, 0.28, 0.37, 0.32, 0.05, 0.27, 0.47, 0.43, 0.31, 0.36, 0.37, -0.36, -0.39, -0.50, -0.46, -0.03, -0.54, 0.36, 0.35, 0.36, 0.45, 0.40, 0.42, -0.46, -0.42, -0.46, -0.47, 0.21, -0.05, 0.37, 0.36, 0.35, 0.37, 0.06, 0.08], "homo_lumo_gap_ev": 7.53, "e_tot_ev": -64371.8410}

=====

5.
{"formula": "C2H4Cl3NS", "method": "the ωB97M-V functional and the def2-TZVPD basis", "elements": ["C", "C", "N", "S", "Cl", "Cl", "Cl", "H", "H", "H", "H"], "xyz": [[-0.3121, 0.3919, 0.8626], [-1.3376, -0.2884, 0.0619], [2.1631, -0.2415, -0.8309], [1.5702, -0.4895, 0.7704], [-3.0428, 0.4223, 0.4419], [-1.3561, -2.0362, 0.2999], [-1.0289, 0.1655, -1.6868], [-0.4662, 0.4159, 1.9623], [-0.0180, 1.3920, 0.4332], [2.3404, 0.8001, -0.8671], [1.4880, -0.5323, -1.4473]], "nbo_charge": [-0.69, -0.08, -0.96, 0.62, -0.11, 0.02, -0.05, 0.24, 0.23, 0.40, 0.38], "spin_multiplicity": 3, "homo_lumo_gap_ev": [5.80, 7.04], "e_tot_ev": -52026.5086}

=====

6.
{"formula": "C6H10O", "method": "the ωB97M-V functional and the def2-TZVPD basis", "elements": ["C", "C", "C", "C", "C", "C", "O", "H", "H", "H", "H", "H", "H", "H", "H", "H", "H"], "xyz": [[2.3815, 1.4221, -0.2030], [1.4789, 0.2301, -0.1388], [1.9106, -0.9711, -0.9389], [0.2774, 0.3408, 0.4693], [-0.8903, -0.4169, 0.0049], [-2.1439, 0.0454, 0.1304], [-3.2514, -0.6102, 0.6330], [2.1249, 2.1230, 0.5982], [3.4556, 1.2280, -0.1842], [2.2090, 2.0401, -1.0788], [2.9331, -1.2828, -0.7767], [1.6572, -0.9084, -2.0032], [1.1857, -1.7497, -0.6784], [0.2256, 1.0091, 1.3203], [-0.8102, -1.5042, -0.0809], [-2.2869, 1.1233, 0.0177], [-3.0047, -0.7776, 1.5440]], "nbo_charge": [-0.65, 0.08, -0.67, -0.26, -0.32, 0.15, -0.70, 0.22, 0.21, 0.23, 0.23, 0.23, 0.22, 0.21, 0.20, 0.15, 0.48], "homo_lumo_gap_ev": 8.75, "e_tot_ev": -8428.9252}